Record 1
Below is a cluster of 5 separate species, CH11NO4 in total in a non-equilibrium geometry, with properties calculated with ωB97M-V/def2-TZVPD.

Element x y z (Å)
O (-0.59073, 0.15288, 0.36271)
O (-2.08743, -3.36338, -1.51236)
O (-1.23554, -2.14661, 2.09882)
O (-2.71153, 1.18064, -1.09520)
N (4.38514, 2.03613, -0.50028)
C (4.03743, 1.92557, 0.76625)
H (-2.57267, 2.13986, -1.25692)
H (-3.55304, 1.02684, -1.41508)
H (3.21523, 1.23305, 1.07922)
H (-2.58711, -2.78908, -2.14035)
H (4.54993, 2.65357, 1.41623)
H (-1.43292, -2.70048, -1.26510)
H (-0.91709, -1.45088, 1.51532)
H (-1.50324, 0.31938, 0.13311)
H (-0.55420, -2.61689, 2.47541)
H (3.76149, 1.34460, -1.09595)
H (-0.20370, 1.05480, 0.43416)

Net charge: 0
Energy above the lowest of the compared OMol25 structures with the same formula, charge and spin (kcal/mol): 44.3
SMILES: C=N.O.O.O.O
Largest force on an atom (eV/Å): 3.46

Atom charges from the Mulliken analysis, given in e for atoms 1 to 4: -0.688 -0.630 -0.614 -0.624

Record 2
Below is a cluster of 10 separate species, C13H46O10 in total in a non-equilibrium geometry, with properties calculated with ωB97M-V/def2-TZVPD.

Element x y z (Å)
O (-1.53436, -2.12819, -1.50180)
O (-2.16232, 2.22859, -2.02846)
O (2.02460, -2.80105, -1.40733)
O (4.46918, 2.16029, 0.57998)
O (-0.70875, -0.10785, -2.98438)
O (-1.17694, 0.89279, 2.24068)
O (-5.06204, -0.41647, -0.00185)
O (-1.10092, -1.52770, 3.61940)
O (-0.15258, 0.19337, -0.15298)
O (1.59296, 3.88272, -2.79108)
C (3.69472, 2.57445, 1.66795)
C (-3.38895, -1.77434, 0.99423)
C (-2.84785, 2.41956, 2.38139)
C (-0.04910, -2.22872, 3.02162)
C (0.13228, -0.52806, -4.00560)
C (-1.40504, 2.15643, 2.66454)
C (2.29849, 2.79226, -2.18925)
C (2.48079, 1.58801, 1.70495)
C (-0.60417, -3.54471, 2.56019)
C (3.90554, -2.34499, -0.14472)
C (0.26634, 0.55925, -5.14348)
C (2.54203, -1.82945, -0.52433)
C (-4.64076, -0.94323, 1.22106)
H (-1.13728, -0.67234, 3.18508)
H (0.08703, 1.55077, -4.72776)
H (-1.24162, -2.97851, -1.82965)
H (4.61230, -2.57921, -0.94079)
H (-3.38110, -2.55138, 0.22986)
H (-0.24815, -1.45131, -4.44262)
H (-1.64231, 1.76785, -2.68691)
H (3.16104, 2.53416, -2.80365)
H (-0.71679, 2.78797, 2.10279)
H (2.54036, -0.83850, -0.97833)
H (1.95985, 1.69272, 2.65666)
H (-3.44955, 1.79375, 3.04051)
H (-0.79795, 0.74963, 1.37035)
H (-1.05596, -4.14735, 3.34811)
H (1.54874, 3.75660, -3.74173)
H (-2.50200, -1.14265, 0.94542)
H (4.22796, 2.70154, 2.61007)
H (5.10017, 2.88310, 0.61156)
H (0.27305, 0.36859, -0.99225)
H (1.82013, 1.82571, 0.87121)
H (-3.17590, 3.43701, 2.59419)
H (-1.82790, 3.12535, -2.04297)
H (1.69820, 1.90135, -2.00476)
H (-5.66501, 0.28660, 0.25058)
H (-0.53320, 0.51353, -5.88290)
H (-4.40773, -0.22141, 2.00386)
H (-1.06064, 2.42290, 3.66378)
H (2.06298, -1.62614, 0.43342)
H (0.74134, -2.39860, 3.75267)
H (3.85145, -3.29722, 0.38295)
H (1.20249, 0.38607, -5.67426)
H (0.11091, -4.23545, 2.11337)
H (1.14208, -0.82101, -3.71822)
H (-0.92009, -0.85803, -2.42388)
H (2.15062, -3.63374, -0.94651)
H (-3.31329, -2.32775, 1.93024)
H (2.57248, 3.19517, -1.21421)
H (-5.35356, -1.66074, 1.62750)
H (-3.04445, 2.21011, 1.32993)
H (-0.63238, -0.62298, -0.29303)
H (4.30084, -1.71376, 0.65114)
H (-2.45344, -2.26340, -1.27109)
H (-1.48771, -3.45286, 1.92851)
H (3.21975, 3.52629, 1.43024)
H (2.74673, 0.53334, 1.63381)
H (0.34429, -1.72852, 2.13667)

Net charge: -1
Multiplicity: 2
E_tot (Ha): -1275.143735
Largest force on an atom (eV/Å): 3.62

Atom charges from the Mulliken analysis, given in e for atoms 1 to 4: 2.315 -0.563 0.125 -0.440

Record 3
Below is a cluster of 2 separate species, C3H2BrF3 in total in a non-equilibrium geometry, with properties calculated with ωB97M-V/def2-TZVPD.

Element x y z (Å)
Br (2.28721, -1.02973, 0.76758)
F (2.86193, 1.66588, 0.10971)
F (-2.36345, -0.05363, -0.15271)
F (0.14478, 2.11627, -0.91842)
C (-1.80672, -1.17726, 0.16849)
C (1.81975, 0.82571, 0.11248)
C (0.64899, 0.97442, -0.48766)
H (-1.54597, -1.63898, -0.74921)
H (-2.04652, -1.68267, 1.14974)

Net charge: 0
Energy above the lowest of the compared OMol25 structures with the same formula, charge and spin (kcal/mol): 134.5
Largest force on an atom (eV/Å): 2.59

Atom charges from the Mulliken analysis, given in e for atoms 1 to 4: -0.129 -0.197 -0.190 -0.176

Record 4
Below is a cluster of 2 separate species, C10H16 in total in a non-equilibrium geometry, with properties calculated with ωB97M-V/def2-TZVPD.

Element x y z (Å)
C (0.98308, 1.46893, 3.15966)
C (1.99133, -2.49730, -2.51737)
C (-0.55090, 0.72548, 0.95024)
C (-1.34098, 0.29715, -0.27461)
C (-0.39283, 1.54853, 3.22794)
C (0.55323, -1.97024, -2.59287)
C (1.60412, 0.94828, 2.03170)
C (-1.14279, 1.17486, 2.11652)
C (0.84145, 0.56526, 0.94948)
C (-2.46416, 1.22070, -0.71273)
H (2.68039, 0.81024, 2.01760)
H (1.54652, 1.83751, 4.00703)
H (-2.98717, 0.82590, -1.58391)
H (-3.05600, 1.65708, 0.09509)
H (-1.99431, 2.11163, -1.12327)
H (2.68169, -1.76739, -2.94532)
H (-0.89903, 1.87744, 4.12094)
H (2.16737, -3.51463, -2.86249)
H (-0.59164, 0.31048, -1.05711)
H (-0.09554, -2.80217, -2.30980)
H (0.43120, -1.26380, -1.78295)
H (-1.69479, -0.72189, -0.08750)
H (2.36690, -2.47846, -1.49694)
H (1.29501, 0.02425, 0.13287)
H (0.29463, -1.65447, -3.59150)
H (-2.22681, 1.26663, 2.12930)

Net charge: 0
Energy above the lowest of the compared OMol25 structures with the same formula, charge and spin (kcal/mol): 15.2
SMILES: CCc1ccccc1.CC
Largest force on an atom (eV/Å): 1.95

Atom charges from the Mulliken analysis, given in e for atoms 1 to 4: -0.290 -1.049 0.675 -0.458

Record 5
Below is a cluster of 2 separate species, C3H10N2O3S in total in a non-equilibrium geometry, with properties calculated with ωB97M-V/def2-TZVPD.

Element x y z (Å)
S (3.08380, -0.43418, 0.11028)
O (4.27508, 0.73452, -0.20811)
O (1.86096, 0.76407, -0.17405)
O (3.16258, -1.29593, -1.05233)
N (-1.28199, -0.00024, 0.12148)
N (0.47632, -1.77052, 0.11945)
C (-2.53650, 0.01561, 0.24219)
C (1.25715, -1.20355, 0.99503)
C (-3.49061, 1.15318, -0.03807)
H (-0.46929, -1.51923, -0.03866)
H (-2.99309, -0.92559, 0.73008)
H (4.47753, 0.69715, -1.13990)
H (-0.69625, 0.65069, -0.39155)
H (-3.22326, 1.91993, 0.66850)
H (0.66394, -0.76791, 1.82671)
H (-4.50958, 0.89975, 0.17615)
H (1.04398, -2.13556, -0.77290)
H (2.18495, 1.64075, -0.11105)
H (-3.28572, 1.57705, -1.06325)

Net charge: 0
Energy above the lowest of the compared OMol25 structures with the same formula, charge and spin (kcal/mol): 83.6
SMILES: NC=S(=O)(O)O.[H]/N=C\C
Largest force on an atom (eV/Å): 5.48

Atom charges from the Mulliken analysis, given in e for atoms 1 to 4: 0.726 -0.593 -0.485 -0.602

Record 6
Below is an isolated molecule of C11H7N3O2 in a non-equilibrium geometry, with properties calculated with ωB97M-V/def2-TZVPD.

Element x y z (Å)
O (1.14194, 4.46420, -0.56322)
O (-0.48052, 3.29572, 2.99923)
N (0.33671, 4.22721, 0.37414)
N (-0.36833, -1.11362, 1.45252)
N (-0.29907, 1.15443, 2.23636)
C (0.15462, -3.44376, -1.50396)
C (-0.24283, 2.50518, 1.94235)
C (-0.30254, 0.26042, 1.23832)
C (-0.01275, -1.66773, 0.15643)
C (0.10610, -2.41984, -2.46999)
C (-0.01353, -1.03578, -2.17387)
C (0.09974, 1.98678, -0.40686)
C (0.17498, -3.03226, -0.11925)
C (-0.01754, -0.64073, -0.80573)
C (-0.12076, 0.61376, -0.07579)
C (0.05958, 2.93585, 0.65357)
H (0.04705, -0.30239, -2.89898)
H (0.20947, -4.49515, -1.69364)
H (-0.30908, -1.62686, 2.34302)
H (0.44994, 2.20536, -1.38036)
H (0.13490, -3.76956, 0.68959)
H (-0.79906, 2.61987, 3.58189)
H (0.05099, -2.72113, -3.57578)

Net charge: 0
Energy above the lowest of the compared OMol25 structures with the same formula, charge and spin (kcal/mol): 27.2
SMILES: O=Nc1cc2c(nc1O)[nH]c1ccccc12
Largest force on an atom (eV/Å): 4.31

Atom charges from the Mulliken analysis, given in e for atoms 1 to 4: -0.335 -0.480 -0.359 -0.113

Among the records above, which one has the highest largest force on an atom? C3H10N2O3S